No. 1
Here is a structure of composition C26H36N6O2S3SbSc at a distorted geometry from the OMol25 dataset. Energies are from ωB97M-V with the def2-TZVPD basis set.

Each line ends with the Löwdin spin population.
Element x y z (Å)
Sc: -1.1040 -1.2923 1.5085  0.0090
C: 3.2633 -0.9354 -4.3675  -0.0054
C: 2.5078 -0.8834 -3.0737  0.0027
C: 2.9892 -0.1480 -2.0089  0.1102
C: 2.3134 -0.0868 -0.7745  0.0185
C: 2.7398 0.5344 0.4067  0.2674
N: 3.6755 1.4703 0.6161  0.1481
C: 4.1096 2.4738 -0.3300  0.0150
C: 2.9787 3.4593 -0.6628  0.0120
C: 2.5444 4.3043 0.5421  0.0029
N: 1.8952 3.5008 1.5540  0.0188
C: 0.7786 2.7678 1.4462  0.0469
C: -0.2775 2.7903 0.5320  0.0059
C: -0.4961 3.7591 -0.4757  0.0205
C: -1.6048 3.7468 -1.2919  0.0031
C: -1.8221 4.8144 -2.3192  -0.0007
C: -2.5235 2.7038 -1.1652  0.0332
C: -2.3422 1.6805 -0.2404  0.0014
C: -3.2671 0.5780 -0.2299  0.0006
N: -3.0759 -0.5645 0.3179  -0.0042
C: -4.1213 -1.5527 0.1073  -0.0003
C: -3.7489 -2.4850 -1.0512  -0.0009
C: -2.5166 -3.3514 -0.7710  -0.0008
N: -1.3277 -2.5387 -0.5764  -0.0110
C: -0.5931 -2.3842 -1.6201  0.0009
C: 0.6039 -1.6051 -1.7319  0.0139
C: 1.3249 -1.6064 -2.9295  0.1429
C: 1.0723 -0.8269 -0.6328  0.0532
O: 0.4237 -0.7452 0.4570  0.0235
C: -1.2537 1.7227 0.6836  0.0176
O: -1.1751 0.8669 1.6320  0.0052
H: 4.0961 -0.2377 -4.3584  0.0002
H: 2.6133 -0.6859 -5.2047  -0.0015
H: 3.6575 -1.9365 -4.5375  -0.0021
H: 3.9517 0.3254 -2.1166  0.0083
H: 2.2434 0.1769 1.3050  0.0158
H: 3.8180 1.7120 1.5848  0.0030
H: 4.4408 2.0019 -1.2549  0.0023
H: 4.9601 3.0033 0.1029  0.0001
H: 2.1241 2.8919 -1.0361  0.0032
H: 3.3167 4.1225 -1.4571  0.0016
H: 1.8794 5.1013 0.2030  0.0001
H: 3.4163 4.7795 0.9958  0.0001
H: 2.4284 3.3494 2.3971  0.0009
H: 0.6566 2.0491 2.2479  0.0048
H: 0.1982 4.5728 -0.5925  0.0017
H: -1.0047 5.5313 -2.3200  0.0001
H: -2.7478 5.3513 -2.1206  -0.0003
H: -1.9082 4.3737 -3.3117  -0.0002
H: -3.3912 2.6790 -1.8095  0.0017
H: -4.1971 0.7610 -0.7836  0.0000
H: -5.0703 -1.0559 -0.1451  -0.0001
H: -4.2581 -2.1298 1.0310  -0.0001
H: -3.5565 -1.8787 -1.9406  0.0000
H: -4.5953 -3.1397 -1.2624  0.0000
H: -2.3789 -4.0286 -1.6258  -0.0001
H: -2.6820 -3.9459 0.1303  -0.0001
H: -0.8747 -2.9025 -2.5461  -0.0002
H: 0.9711 -2.2026 -3.7597  0.0085
N: 0.6979 -2.9672 1.9893  0.0010
C: 0.4702 -4.0116 2.9920  0.0002
C: -0.8978 -4.6268 2.7091  0.0000
N: -1.8570 -3.5136 2.6413  0.0002
H: 0.9701 -3.4087 1.1095  0.0001
H: 1.4756 -2.3806 2.2989  0.0002
H: 0.4609 -3.5442 3.9830  0.0000
H: 1.2493 -4.7856 2.9804  0.0000
H: -1.1571 -5.3536 3.4921  0.0000
H: -0.8782 -5.1416 1.7421  0.0000
H: -1.9386 -3.1538 3.6022  0.0000
H: -2.7825 -3.8854 2.4297  0.0000
S: -2.4068 -1.5044 5.1552  0.0006
Sb: -1.1953 0.5616 4.4801  0.0005
S: 0.7508 -0.3708 3.7031  -0.0005
S: -3.0392 -0.7180 3.3295  0.0002

Summary:
relative energy (zero: lowest compared OMol25 entry of this formula, charge and spin)	20.7	kcal/mol
total charge	+1
<S²>	0.7830
spin multiplicity	2

=====

No. 2
Here is a structure of composition C26H37AlFN6O from the OMol25 dataset. Energies are from ωB97M-V with the def2-TZVPD basis set.

Each line ends with the Mulliken charge.
Element x y z (Å)
C: -0.7169 -0.7663 2.9349  -1.1483
C: -1.8201 -0.2430 2.0314  0.3200
F: -1.3317 1.0278 1.4926  -0.4447
Al: -3.6389 -0.0480 2.9646  0.1491
O: -4.9492 -0.6011 1.8902  -0.5382
H: -0.7690 -0.3512 3.9435  0.3486
H: 0.2802 -0.5675 2.5275  0.2654
H: -0.8389 -1.8477 3.0403  0.2555
H: -1.8901 -0.8992 1.1489  0.1085
H: -3.5775 -1.0204 4.2782  -0.2894
H: -3.8363 1.5051 3.3755  -0.2934
H: -4.9890 -1.5636 1.9099  0.2086
N: 0.5741 -4.0135 1.5909  0.0266
C: 1.4280 -3.1214 1.0089  -0.4650
C: 2.7073 -3.4962 1.3196  -0.4477
C: 2.6185 -4.6670 2.1251  -0.6100
C: 1.2880 -4.9569 2.2762  -0.5710
H: -0.4270 -3.9660 1.5388  0.2618
H: 1.0536 -2.2965 0.4281  0.4856
H: 3.6046 -2.9888 1.0061  0.5026
H: 3.4365 -5.2282 2.5456  0.4595
H: 0.7934 -5.7485 2.8121  0.4242
N: -8.5119 1.1940 0.3374  0.0174
C: -9.6687 1.6486 0.9134  -0.4720
C: -9.4610 1.6968 2.2672  -0.5283
C: -8.1301 1.2533 2.5093  -0.3460
C: -7.5675 0.9484 1.2986  -0.5180
H: -8.3704 1.0566 -0.6452  0.1836
H: -10.5311 1.8974 0.3186  0.3631
H: -10.1829 2.0151 3.0019  0.3718
H: -7.6319 1.1645 3.4600  0.4180
H: -6.5841 0.5736 1.0592  0.5023
N: -1.6293 0.9910 -1.3414  0.2514
C: -2.1822 1.9761 -2.1083  -0.6220
C: -2.1755 1.5524 -3.4132  -0.4620
C: -1.5959 0.2539 -3.4307  -0.6260
C: -1.2720 -0.0607 -2.1357  -0.3337
H: -1.5072 1.0226 -0.3323  0.2473
H: -2.5365 2.8891 -1.6611  0.4382
H: -2.5489 2.1076 -4.2579  0.4164
H: -1.4373 -0.3751 -4.2910  0.4087
H: -0.8186 -0.9423 -1.7153  0.3408
N: 1.5438 1.7790 -0.6775  0.3014
C: 2.5554 2.6082 -1.0622  -0.3325
C: 3.7184 2.1502 -0.4968  -0.3277
C: 3.3852 0.9984 0.2681  -1.0013
C: 2.0354 0.8009 0.1346  -0.1820
H: 0.5770 1.8738 -0.9411  0.0394
H: 2.3570 3.4416 -1.7147  0.2690
H: 4.6977 2.5862 -0.6144  0.3951
H: 4.0550 0.3917 0.8542  0.4461
H: 1.3817 0.0617 0.5644  0.3621
N: 5.5284 -7.2620 -2.0520  0.0250
C: 6.3812 -6.3714 -1.4576  -0.5892
C: 5.6435 -5.5901 -0.6093  -0.4406
C: 4.2913 -6.0243 -0.6922  0.2071
C: 4.2548 -7.0560 -1.5907  -0.8910
H: 5.7944 -7.9550 -2.7251  0.1759
H: 7.4327 -6.3681 -1.6883  0.3710
H: 6.0273 -4.7916 0.0040  0.3818
H: 3.4524 -5.6174 -0.1535  0.3558
H: 3.4333 -7.6579 -1.9396  0.3612
N: 3.7543 5.9820 -1.9513  0.1185
C: 4.6294 6.9197 -1.4809  -0.3830
C: 4.2086 8.1458 -1.9239  -0.5058
C: 3.0303 7.9356 -2.6920  -0.4923
C: 2.7773 6.5894 -2.6884  -0.3656
H: 3.8173 4.9948 -1.7804  0.1860
H: 5.4701 6.6383 -0.8707  0.3519
H: 4.6881 9.0880 -1.7172  0.3814
H: 2.4353 8.6857 -3.1854  0.3807
H: 1.9860 6.0181 -3.1430  0.3420

Summary:
energy	-1759.040973	hartree
total charge	-1
spin multiplicity	1

=====

No. 3
Here is the molecule C26H37BN2O2S3 at a distorted geometry from the OMol25 dataset. Energies are from ωB97M-V with the def2-TZVPD basis set.

Each line ends with the Mulliken charge.
Element x y z (Å)
C: 0.7413 -0.7238 2.1458  -0.3599
C: 0.0368 0.6806 1.8433  -0.6987
C: 0.5465 1.1294 0.4241  1.7289
C: -0.0783 2.4835 -0.1002  -1.7694
N: 0.8106 3.2011 -1.0533  0.1739
C: 1.4177 2.3140 -2.0721  -0.8477
C: 0.3920 1.4491 -2.8870  -0.1958
C: 1.1747 0.4115 -3.8186  -0.9060
C: 0.7330 -1.0767 -3.5487  -0.7774
C: 1.5701 -1.7585 -2.4000  0.7005
C: 2.9868 -1.5059 -2.1656  -0.5427
C: 3.7086 -2.1921 -1.0794  -0.6400
C: 3.0398 -3.1151 -0.1731  -0.6324
C: 1.6157 -3.3463 -0.3794  0.4916
C: 0.8797 -2.7000 -1.4858  -0.4789
N: -0.5374 -2.9262 -1.7600  -0.1272
C: -1.3567 -2.8757 -0.5595  0.0329
C: -2.6143 -2.1351 -0.6568  -0.1227
C: -3.5459 -2.0512 0.4876  0.0320
B: -4.9079 -1.2556 0.2621  0.6894
O: -5.3734 -1.1488 -1.0986  -0.5424
O: -5.6729 -0.6554 1.2730  -0.4876
C: -6.4027 0.4878 0.7189  -0.0744
C: -7.0451 1.3001 1.9335  -1.0112
C: -3.1294 -2.7057 1.7254  -0.6143
C: -1.8617 -3.4347 1.8598  -0.6714
C: -0.9883 -3.5305 0.6978  0.4154
S: 0.5983 -4.4397 0.6863  -0.3173
C: 1.7798 4.0178 -0.3968  0.0897
S: 2.6192 5.1724 -1.2520  -0.2201
S: 2.1607 3.9032 1.4001  -0.1513
C: 3.8414 3.1701 1.6163  -0.7925
C: 3.7241 1.9891 2.6685  0.3622
C: 4.8036 0.8486 2.4501  -0.9907
H: 0.5926 -1.3288 1.2046  -0.2261
H: 1.8538 -0.5505 2.2027  0.0379
H: 0.3326 -1.2297 3.0523  0.4059
H: 0.4005 1.3930 2.6394  0.2778
H: -1.0811 0.5650 1.8544  0.3837
H: 1.6580 1.3067 0.5232  -0.1921
H: 0.3358 0.3031 -0.3014  -0.6205
H: -1.0286 2.2438 -0.6629  0.3648
H: -0.4033 3.1706 0.7307  0.4878
H: 1.9170 2.9945 -2.8217  0.5518
H: 2.2629 1.6727 -1.6719  0.2357
H: -0.3751 0.9187 -2.2726  0.1840
H: -0.1313 2.1504 -3.5999  0.2901
H: 2.2748 0.5741 -3.6400  0.4164
H: 0.9909 0.6259 -4.9037  0.4064
H: -0.3572 -1.0389 -3.2675  0.1650
H: 0.7878 -1.7467 -4.4470  0.5015
H: 3.5667 -0.7869 -2.7974  0.3194
H: 4.7909 -1.9651 -0.9722  0.3905
H: 3.5332 -3.6539 0.6643  0.3710
H: -0.5879 -3.8726 -2.1674  0.3394
H: -2.8995 -1.6161 -1.6038  0.1540
H: -4.8437 -0.4268 -1.4912  0.3160
H: -7.2636 0.1669 0.0778  0.2567
H: -5.6535 1.1157 0.1710  0.2175
H: -7.0759 2.3820 1.6564  0.3177
H: -6.3725 1.1171 2.8099  0.2691
H: -8.0526 0.8563 2.1268  0.2751
H: -3.7888 -2.6820 2.6299  0.3851
H: -1.5471 -3.9222 2.8084  0.3925
H: 4.4827 3.9653 2.0952  0.4270
H: 4.3445 2.8731 0.6642  0.4334
H: 3.8266 2.3379 3.7313  0.4867
H: 2.7124 1.5117 2.5648  -0.5365
H: 5.1938 0.4275 3.4084  0.2866
H: 4.2910 -0.0046 1.9163  0.1520
H: 5.6466 1.1715 1.7835  0.3319

Summary:
SMILES	CCCCN(CCCCc1cccc2c1Nc1cc(B(O)OCC)ccc1S2)C(=S)SCCC
energy	-2492.272045	hartree
total charge	0
spin multiplicity	1

=====

No. 4
Here is a structure of composition C26H37Cl3GeN3OReSi3 from the OMol25 dataset. Energies are from ωB97M-V with the def2-TZVPD basis set.

Each line ends with the Mulliken charge.
Element x y z (Å)
Re: 1.2514 -0.1147 -0.6697  -0.9878
N: -2.8831 -6.2056 6.5767  -0.4250
C: -2.4122 -5.5360 5.7721  -0.2341
C: -1.8236 -4.6986 4.7644  0.5651
C: -0.4401 -4.5378 4.7181  -1.0003
C: 0.1218 -3.7195 3.7549  -0.2142
C: -0.6922 -3.0790 2.8196  -0.2321
C: -2.0750 -3.2571 2.8618  -0.0693
C: -2.6421 -4.0542 3.8394  -0.9742
C: -0.0928 -2.2220 1.7762  1.6975
C: 0.6677 -1.1067 2.1708  -0.6547
C: 0.9290 -0.7009 3.4694  0.0802
C: 1.8048 0.4011 3.4162  -1.9788
C: 2.0500 0.6314 2.0948  -0.2860
N: 1.3419 -0.2381 1.2783  0.4249
C: -0.2916 -2.5563 0.4440  -0.0832
C: -0.9319 -3.7039 -0.0587  -0.4884
C: -0.8508 -3.6580 -1.4426  -1.4623
C: -0.1655 -2.4953 -1.7532  -0.5816
N: 0.1756 -1.7984 -0.6391  1.0547
H: 0.1857 -5.0546 5.4321  0.4929
H: 1.1972 -3.6043 3.7098  0.5882
H: -2.7113 -2.7534 2.1451  0.4311
H: -3.7143 -4.1831 3.8907  0.5014
H: 0.5283 -1.1611 4.3581  0.7592
H: 2.2091 0.9524 4.2485  0.5100
H: 2.6683 1.3983 1.6608  0.5744
H: -1.3777 -4.4809 0.5404  0.7046
H: -1.2335 -4.3805 -2.1436  0.5519
H: 0.0883 -2.1167 -2.7286  0.5609
C: 1.8507 -0.7608 -4.0108  -1.2687
O: 1.2553 -0.0588 -2.8952  0.5582
Si: 0.2507 1.3245 -2.9983  0.2786
C: 1.1968 2.6017 -3.9473  -1.6197
C: -1.2806 0.9017 -3.9519  -1.2159
C: 0.1437 1.4074 -1.0642  0.6122
Si: -1.7687 1.2011 -0.3939  0.5602
C: -2.5389 -0.4132 -0.9454  -0.5993
C: -1.8923 1.2280 1.4668  -0.9722
C: -2.7451 2.6251 -1.0996  -1.1188
Si: 0.9288 3.1788 -0.4515  0.6755
C: 2.7968 3.2207 -0.5985  -1.1863
C: 0.4563 3.6222 1.2977  -1.1789
C: 0.2731 4.5283 -1.5618  -1.2232
H: 1.2041 -0.6497 -4.8802  0.3700
H: 1.9469 -1.8126 -3.7592  0.4835
H: 2.8331 -0.3421 -4.2166  0.1964
H: 1.4935 2.0945 -4.8727  0.4529
H: 2.1022 2.9806 -3.4761  0.4088
H: 0.5720 3.4425 -4.2483  0.5837
H: -0.9563 0.4643 -4.9014  0.4515
H: -1.8212 1.8138 -4.2135  0.4549
H: -1.9794 0.2153 -3.4864  0.3119
H: -2.4576 -1.1599 -0.1534  -0.1951
H: -2.1669 -0.8686 -1.8578  0.1577
H: -3.6034 -0.2139 -1.0940  0.6494
H: -1.1138 0.6660 1.9806  0.1483
H: -2.8452 0.7449 1.7048  0.4508
H: -1.9286 2.2296 1.8844  0.4918
H: -2.6331 2.7768 -2.1732  0.3052
H: -2.5533 3.5671 -0.5906  0.3146
H: -3.7966 2.3802 -0.9198  0.4363
H: 3.3133 2.7265 0.2300  0.3803
H: 3.0909 4.2725 -0.5377  0.5246
H: 3.1922 2.8397 -1.5403  0.1984
H: 0.3828 2.8134 2.0180  0.3123
H: -0.4852 4.1717 1.3054  0.3979
H: 1.2302 4.3106 1.6509  0.4442
H: 0.4561 4.4144 -2.6275  0.3530
H: 0.8230 5.4219 -1.2461  0.4154
H: -0.7813 4.7394 -1.4096  0.2855
Cl: 3.0484 -1.9133 -1.1980  -0.1859
Ge: 3.7443 0.2416 -0.8015  0.7394
Cl: 4.7712 0.8956 -2.5247  -0.2450
Cl: 5.1099 0.1643 0.8015  -0.2194

Summary:
energy	-5656.368086	hartree
total charge	+2
spin multiplicity	1

=====

> What is the spin multiplicity in the first record?

2

=====

> The highest total charge belongs to which entry?

C26H37Cl3GeN3OReSi3